{
  "formula": "C4H19N2O4S",
  "method": "the ωB97M-V functional and the def2-TZVPD basis",
  "largest_force_ev_per_a": 5.098,
  "mol_weight_g_mol": 191.273,
  "e_tot_ha": -972.3885,
  "total_charge": -1,
  "gap_ev": 5.053,
  "de_lowest_kcal_mol": 93.90,
  "lumo_energy_ev": 2.3,
  "symbols": ["C", "C", "C", "S", "N", "C", "N", "H", "H", "H", "H", "H", "H", "H", "H", "H", "H", "H", "H", "H", "O", "H", "H", "O", "H", "H", "O", "H", "H", "O"],
  "coordinates": [[-1.677, -0.407, 2.164], [-1.555, -0.747, 0.621], [-1.315, 0.612, -0.230], [-2.119, 2.159, 0.356], [-0.386, -1.646, 0.594], [-0.565, -2.907, -0.052], [-0.554, -2.780, -1.615], [-2.513, 0.467, 1.985], [-0.730, 0.099, 2.428], [-1.939, -1.229, 2.807], [-2.518, -1.210, 0.251], [-0.298, 0.867, -0.116], [-1.440, 0.647, -1.303], [0.505, -1.398, 0.268], [0.239, -3.670, 0.089], [-1.656, -3.148, 0.177], [0.315, -2.851, -2.118], [-0.929, -1.807, -1.826], [-0.529, 2.619, -1.963], [0.645, 3.136, -0.838], [0.244, 3.146, -1.804], [1.060, 2.254, 1.972], [2.266, 1.501, 2.129], [1.842, 2.324, 2.491], [1.057, 1.478, -2.999], [1.359, 0.369, -1.738], [0.931, 0.530, -2.560], [3.638, 0.946, -0.241], [3.567, -0.043, 0.678], [3.056, 0.688, 0.394]],
  "forces_ev_per_angstrom": [[-2.11, 3.42, -3.14], [0.48, 1.36, 0.73], [-0.64, -0.03, 1.46], [-0.38, -0.06, 0.01], [-0.45, -2.66, -0.18], [-1.46, 0.34, -2.65], [-1.81, 1.50, 0.79], [1.72, -1.86, 1.63], [-0.52, -0.32, 0.21], [-0.11, -0.31, 0.03], [1.22, -0.01, 0.32], [1.60, -0.24, 0.27], [-0.45, -1.24, -0.31], [0.99, 1.98, -0.31], [-0.91, 0.44, 0.76], [1.71, -0.80, -0.16], [0.57, -0.03, 0.49], [0.63, -1.65, 0.22], [-0.73, -0.47, 1.38], [-2.40, -0.52, -2.98], [3.12, 1.42, 1.55], [-1.76, 0.54, -0.50], [0.00, 1.25, 0.67], [1.55, -1.58, -0.14], [-0.02, -2.89, 2.57], [0.65, 0.84, 0.95], [-0.50, 1.79, -3.56], [2.16, 2.21, -3.35], [0.22, -1.68, 1.22], [-2.37, -0.74, 2.01]]
}